DFT (ωB97M-V with the def2-TZVPD basis set) results for C31H47ClO2P2Sc as an isolated structure.

Computed properties:
E_LUMO ... -4.9 eV
Kohn-Sham gap ... 4.559 eV
Total energy ... -3263.12859 hartree
ΔE to the lowest compared entry with this formula, charge and spin ... 9.48 kcal per mole

ORCA input file:
```
! wB97M-V def2-TZVPD RIJCOSX def2/J DEFGRID3
* xyz 1 1
Sc 1.167 -1.290 -1.058
C 0.632 -0.133 1.510
C 0.791 -1.545 1.445
C 2.661 -0.533 0.495
C 1.732 0.486 0.899
C 2.085 -1.834 0.884
C -0.377 0.610 2.294
H -1.135 -0.047 2.740
H -0.896 1.342 1.646
H 0.091 1.214 3.095
C 1.897 1.957 0.954
H 0.946 2.456 0.715
H 2.651 2.288 0.242
H 2.163 2.314 1.968
C 3.783 -0.276 -0.447
H 4.730 -0.168 0.104
H 3.637 0.670 -1.006
H 3.937 -1.092 -1.174
C 2.382 -3.143 0.222
H 2.839 -3.886 0.906
H 3.068 -3.079 -0.652
H 1.448 -3.639 -0.132
C -0.229 -2.516 1.936
H 0.122 -3.032 2.853
H -0.484 -3.281 1.185
H -1.165 -1.998 2.180
C -2.437 0.847 -1.390
C -3.002 0.295 -0.303
C -3.231 -1.172 0.009
C -2.916 -2.162 -1.131
C -1.491 -2.444 -1.421
C -0.747 -1.931 -2.455
C -0.623 -0.430 -2.745
C -2.034 0.256 -2.715
H -4.287 -1.307 0.321
H -3.511 -1.863 -2.004
H -2.657 -1.461 0.905
H -2.751 -0.475 -3.090
H -2.001 1.843 -1.243
H -3.268 0.969 0.523
H -2.019 1.067 -3.462
H -0.011 0.240 -2.047
H -0.288 -2.623 -3.219
H -0.168 -0.313 -3.751
H -3.340 -3.141 -0.796
H -1.134 -3.329 -0.889
P -1.667 -2.209 -5.308
P 1.064 -3.369 -5.859
C -1.542 -3.276 -6.839
C -0.110 -3.315 -7.331
H -2.194 -2.814 -7.591
H -1.936 -4.291 -6.607
H 0.036 -4.215 -7.919
H 0.130 -2.450 -7.974
C 2.525 -3.459 -6.983
H 3.411 -3.679 -6.374
H 2.621 -2.482 -7.479
H 2.361 -4.248 -7.734
C 0.789 -5.162 -5.510
H 0.681 -5.727 -6.447
H -0.112 -5.300 -4.893
H 1.669 -5.529 -4.964
C -2.031 -0.653 -6.220
H -2.357 0.141 -5.532
H -2.834 -0.858 -6.948
H -1.139 -0.312 -6.775
C -3.352 -2.861 -4.977
H -3.348 -3.936 -5.192
H -4.034 -2.364 -5.667
H -3.651 -2.703 -3.941
Cl -1.958 7.684 5.215
C -1.920 6.577 3.912
C -2.904 6.649 2.908
C -2.883 5.724 1.863
C -1.926 4.715 1.804
C -0.927 4.658 2.800
C -0.900 5.607 3.838
C -2.004 3.712 0.660
O -3.064 3.781 -0.002
O -1.023 2.931 0.500
H -3.685 7.399 2.939
H -3.653 5.779 1.088
H -0.183 3.859 2.750
H -0.112 5.589 4.590
*
```